{
  "formula": "C14H16N4",
  "method": "ωB97M-V/def2-TZVPD",
  "elements": ["C", "C", "C", "N", "C", "N", "C", "C", "N", "C", "C", "C", "C", "C", "N", "C", "C", "C", "H", "H", "H", "H", "H", "H", "H", "H", "H", "H", "H", "H", "H", "H", "H", "H"],
  "positions_angstrom": [[-4.269, 0.269, -1.535], [-3.027, 1.149, -1.216], [-1.835, 0.210, -0.854], [-1.803, -0.990, -1.430], [-0.679, -1.626, -1.359], [-0.920, -2.766, -1.988], [0.550, -1.230, -0.681], [1.717, -2.053, -0.826], [2.474, -2.911, -1.117], [0.407, -0.146, 0.170], [1.611, 0.402, 0.803], [2.317, 1.429, 0.279], [3.602, 1.551, 1.001], [3.650, 0.519, 1.851], [2.466, -0.158, 1.764], [2.061, -1.222, 2.716], [-0.773, 0.663, -0.055], [-0.800, 2.022, 0.664], [-4.264, -0.714, -0.920], [-5.165, 0.750, -1.230], [-4.209, -0.016, -2.556], [-3.287, 1.847, -0.497], [-2.680, 1.642, -2.138], [-0.013, -3.127, -2.378], [-1.888, -2.907, -2.472], [2.168, 2.057, -0.664], [4.386, 2.335, 0.779], [4.487, 0.275, 2.499], [1.567, -2.114, 2.321], [1.511, -0.799, 3.466], [3.094, -1.468, 3.146], [-0.837, 2.785, -0.144], [-1.691, 2.159, 1.292], [0.073, 2.180, 1.309]],
  "forces_ev_per_a": [[1.256, -1.464, 1.872], [0.783, -3.284, -1.418], [0.166, 1.551, 0.620], [-1.433, 3.936, 1.238], [0.155, -0.545, 0.194], [2.045, -3.972, -2.536], [-1.652, -1.100, -0.148], [1.094, -2.451, -0.977], [-1.697, 2.451, 0.915], [-1.075, 1.066, -1.756], [1.704, 0.023, 0.529], [2.329, 2.681, -1.223], [-0.626, 1.735, -2.486], [-0.024, -0.108, 0.590], [-1.933, -1.930, 0.130], [3.972, -0.306, -1.223], [0.993, 0.143, 2.012], [-0.602, -0.074, -0.777], [0.227, 1.579, -0.971], [-0.868, 0.620, -0.333], [-0.537, -0.266, -0.877], [0.028, 1.392, 1.518], [-0.287, 0.198, 0.317], [-1.855, -0.564, 0.132], [3.053, 0.664, 1.146], [-0.413, -1.093, 1.674], [-1.066, -1.291, 0.382], [-0.601, -0.345, 0.137], [0.273, 0.391, -0.403], [-1.639, 0.961, 1.998], [-1.716, -0.382, -0.264], [0.152, -0.051, 0.723], [0.081, -0.124, -0.266], [-0.288, -0.042, -0.468]],
  "charge": 0,
  "de_lowest_kj_mol": 1.0,
  "homo_lumo_gap_ev": 8.28,
  "homo_energy_ha": -0.298
}